ORCA calculation (ωB97M-V/def2-TZVPD) on 7 unconnected molecules or ions with the total composition C6H27NO6.

```
40
Properties=species:S:1:pos:R:3:forces:R:3
C -3.000 0.474 0.233 1.419 -0.675 0.056
C -2.698 1.949 0.443 -1.165 0.373 -0.005
C -1.303 2.343 0.985 -0.761 -1.242 0.808
C -0.320 1.181 0.980 0.629 -0.142 -0.684
C 1.037 1.369 1.641 0.791 0.572 0.580
C 1.832 2.579 1.110 0.493 -0.098 -1.613
N 2.920 2.200 0.193 0.339 0.299 0.199
H -2.225 -0.025 -0.349 -0.300 0.277 -0.689
H -3.979 0.275 -0.190 -0.116 0.086 -0.008
H -2.855 -0.117 1.147 -0.654 0.364 0.293
H -3.492 2.268 1.122 0.263 0.317 0.393
H -2.962 2.544 -0.436 0.359 -0.336 -0.326
H -1.477 2.664 2.015 0.386 0.281 -0.009
H -0.895 3.141 0.401 0.140 0.656 -0.131
H -0.755 0.252 1.321 -0.303 -0.055 0.390
H -0.085 0.943 -0.067 -0.048 0.112 -0.099
H 1.655 0.508 1.389 -0.065 -0.264 -0.023
H 1.065 1.383 2.737 -0.650 0.116 0.004
H 1.199 3.188 0.468 -0.294 0.230 0.240
H 2.292 3.277 1.807 -0.390 -0.339 0.656
H 3.463 1.419 0.536 -0.089 -0.025 -0.222
H 2.642 2.076 -0.769 -0.097 -0.300 0.138
H 2.351 -3.178 0.827 -0.603 -0.086 0.321
H 0.956 -2.311 0.973 0.485 -0.594 0.579
O 1.876 -2.369 0.625 0.347 0.724 -0.758
H 1.253 -0.577 -2.594 1.017 0.311 -0.323
H -0.002 0.116 -2.481 -0.842 0.555 -0.055
O 0.757 0.117 -3.061 -0.086 -0.325 0.383
H 3.205 -2.040 -2.229 -0.280 0.096 0.572
H 2.113 -1.926 -1.008 0.671 -0.381 0.241
O 2.304 -1.818 -1.964 -0.207 0.048 -0.722
H -1.140 -2.325 1.389 -0.009 0.010 -0.217
H -0.507 -1.479 2.505 0.100 -0.011 0.057
O -0.379 -2.283 1.992 -0.304 -0.014 0.163
H 0.468 -2.111 -3.027 -0.268 -0.039 -0.102
H 0.212 -3.539 -3.386 -0.223 -0.044 0.032
O -0.260 -2.748 -3.096 0.256 -0.278 0.112
H -1.038 -2.745 -0.945 -0.120 0.029 -0.446
H -2.542 -2.430 -0.803 -0.354 -0.151 -0.355
O -1.685 -2.243 -0.433 0.534 -0.061 0.571
```
Forces are in eV/Å.

The HOMO energy is -8.68 eV. The max |F| comes out at 1.69 eV Å⁻¹. The structure (SMILES) is CCCCCCN.O.O.O.O.O.O. Its total energy is -20435.1608 eV.

Here are the Löwdin charges for atoms 1 to 5, given in e: C -0.133; C -0.243; C -0.182; C -0.227; C -0.193

=====

ORCA calculation (ωB97M-V/def2-TZVPD) on C3H5NO2 in the gas phase.

```
11
Properties=species:S:1:pos:R:3:forces:R:3
O -1.190 -0.731 -1.172 0.018 -0.098 0.384
C 0.022 -0.571 -0.486 0.547 -0.143 -0.197
C 0.486 0.898 -0.456 0.015 0.089 0.121
N 0.504 0.855 1.054 0.098 -0.401 -0.755
C 0.050 -0.471 1.052 -0.414 -0.094 0.751
O -0.253 -1.117 2.015 -0.118 -0.376 -0.646
H -1.533 -1.613 -0.998 -0.037 -0.071 -0.001
H 0.792 -1.285 -0.784 0.032 -0.051 -0.474
H 1.486 1.047 -0.870 -0.148 0.097 0.228
H -0.205 1.618 -0.910 0.016 -0.345 0.220
H -0.253 1.295 1.540 -0.011 1.392 0.370
```
Forces are in eV/Å.

The HOMO energy is -9.75 eV. The max |F| comes out at 1.44 eV Å⁻¹. The structure (SMILES) is O=C1NC[C@@H]1O. Its total energy is -8775.9634 eV.

Here are the Löwdin charges for atoms 1 to 5, given in e: O 0.008; C -0.284; C -0.087; N 0.087; C -0.440

=====

ORCA calculation (ωB97M-V/def2-TZVPD) on a molecular structure, C40H102CaN5O15.

```
163
Properties=species:S:1:pos:R:3:forces:R:3
Ca -0.741 -3.448 -0.981 -0.021 -0.118 0.398
C -0.203 0.775 -0.833 -0.442 -0.135 0.088
C -1.140 -0.117 0.027 0.761 0.227 0.140
O -1.192 -1.407 -0.530 -0.485 0.370 0.252
H -0.153 1.823 -0.511 -0.067 -0.222 0.215
H -0.548 0.814 -1.890 0.250 -0.317 0.588
H 0.808 0.348 -0.768 -0.272 0.153 -0.305
H -2.138 0.351 0.112 0.121 -0.166 -0.137
H -0.741 -0.144 1.085 -0.254 -0.023 -0.790
C 2.527 1.068 3.127 0.890 0.525 -0.240
O 3.281 2.126 2.565 0.266 -0.720 0.078
C 2.654 3.384 2.500 0.346 0.114 1.300
C 1.854 3.503 1.251 -0.417 0.098 -0.274
N 0.935 4.660 1.270 0.163 -2.317 -0.515
C 0.571 5.063 -0.054 -0.124 1.382 -0.127
C -0.297 6.314 0.029 -0.011 -0.223 -0.507
O 0.486 7.400 0.502 -0.146 -0.552 -0.073
C -0.284 8.582 0.557 0.021 -0.574 0.200
H 3.265 0.317 3.386 0.019 -0.263 0.283
H 1.855 0.619 2.403 -0.576 0.023 -0.095
H 2.031 1.418 4.030 -0.350 -0.142 0.028
H 3.520 4.064 2.553 -0.636 0.253 -0.143
H 2.007 3.539 3.396 0.347 0.012 -0.393
H 1.282 2.575 1.134 -0.375 0.099 0.232
H 2.580 3.393 0.424 -0.211 0.885 -0.204
H 1.231 5.431 1.810 0.752 0.807 0.555
H 0.024 4.266 -0.559 0.026 -0.046 -0.100
H 1.462 5.346 -0.614 0.160 -0.220 -0.545
H -1.125 6.055 0.690 -0.202 0.360 0.417
H -0.752 6.599 -0.938 0.277 -0.256 0.068
H 0.353 9.368 0.929 0.071 0.236 0.206
H -1.140 8.401 1.208 -0.142 0.339 0.182
H -0.651 8.849 -0.427 -0.116 0.131 -0.386
C 1.630 -1.037 5.915 -2.112 1.071 -0.188
O 0.238 -1.399 5.673 0.590 -0.182 -0.877
C -0.075 -1.389 4.268 -0.486 0.672 0.393
C -1.557 -1.708 4.044 -1.192 0.962 0.446
N -2.611 -0.817 4.722 1.634 -0.365 -0.065
C -2.326 0.648 4.600 1.307 -1.596 -0.885
C -3.305 1.417 5.352 -2.152 -0.019 1.345
O -3.080 2.829 5.321 0.109 -1.382 -0.474
C -3.866 3.477 6.279 -0.276 0.930 0.114
H 1.691 0.052 5.780 0.222 -0.132 0.381
H 2.283 -1.461 5.200 0.726 -0.790 -0.778
H 1.880 -1.337 6.917 0.056 -0.042 0.341
H 0.454 -2.183 3.747 0.440 -0.153 0.006
H 0.202 -0.427 3.792 -0.014 -0.248 0.314
H -1.683 -2.728 4.439 -0.372 0.296 -0.159
H -1.845 -1.699 2.971 0.667 -0.172 0.440
H -2.485 -1.048 5.702 -0.265 0.097 0.216
H -2.411 0.876 3.544 0.266 0.264 -0.351
H -1.334 0.895 4.971 0.367 0.083 -0.188
H -3.331 1.030 6.397 0.270 0.463 -0.199
H -4.304 1.080 4.967 0.288 0.915 0.111
H -3.462 3.375 7.284 0.214 -0.131 0.192
H -4.876 3.067 6.296 -0.231 0.146 -0.099
H -3.891 4.561 6.040 -0.054 -0.692 0.041
C 1.806 0.417 -6.021 -0.523 0.765 -0.745
O 1.702 1.529 -5.168 0.607 0.314 0.062
C 0.463 1.688 -4.542 -0.905 -0.688 0.150
C 0.383 2.890 -3.613 1.214 -0.440 -0.483
N 0.549 4.111 -4.384 -0.689 -0.084 -0.239
C -0.030 5.281 -3.765 -0.559 -0.085 1.266
C 0.202 6.517 -4.586 1.200 -0.266 -1.322
O 1.591 6.439 -5.012 -0.277 0.615 -0.331
C 1.774 6.643 -6.417 -0.907 0.025 0.674
H 2.739 0.465 -6.570 0.254 0.138 0.134
H 1.006 0.409 -6.761 -0.236 0.198 -0.217
H 1.732 -0.529 -5.533 0.085 -0.805 0.908
H 0.217 0.772 -3.957 0.125 0.177 -0.158
H -0.335 1.826 -5.282 0.023 -0.134 -0.236
H 1.202 2.751 -2.855 -0.919 0.284 -0.022
H -0.633 2.821 -3.180 0.564 0.336 0.137
H 1.514 4.307 -4.615 -0.043 -0.148 0.063
H 0.381 5.408 -2.736 -0.308 0.179 -0.418
H -1.134 5.164 -3.690 0.529 -0.125 0.198
H 0.034 7.460 -4.035 -0.050 -0.423 -0.222
H -0.421 6.461 -5.503 0.107 0.226 0.522
H 2.812 6.697 -6.647 0.896 -0.140 0.102
H 1.327 7.567 -6.749 -0.230 0.577 0.006
H 1.306 5.857 -6.997 -0.067 -0.454 -0.076
C -3.666 -4.276 -2.765 0.274 -0.256 -0.225
O -2.714 -4.717 -1.786 -0.949 -0.424 0.147
C -3.257 -5.805 -0.980 1.649 -0.047 -0.493
C -2.016 -6.440 -0.348 0.468 1.366 0.787
N -1.349 -5.342 0.507 0.014 -2.397 -0.611
C -0.184 -5.903 1.306 -0.662 0.788 -1.650
C 0.491 -4.723 1.921 0.400 0.880 -0.770
O 0.849 -3.880 0.748 -0.843 -0.921 1.755
C 1.722 -2.818 1.123 -0.756 -0.090 -0.085
H -3.164 -4.004 -3.682 0.448 0.037 -0.084
H -4.246 -3.414 -2.467 -0.153 0.140 0.506
H -4.300 -5.117 -2.987 -0.533 -0.175 -0.185
H -3.734 -6.561 -1.602 -0.098 0.144 -0.287
H -3.988 -5.430 -0.275 -0.051 0.184 0.366
H -1.330 -6.808 -1.162 -0.523 0.505 0.850
H -2.264 -7.272 0.309 -0.201 -0.225 -0.142
H -2.104 -4.899 1.042 0.498 -0.181 0.296
H 0.512 -6.227 0.517 -0.149 -0.401 0.342
H -0.376 -6.740 1.982 -0.341 0.223 0.038
H 1.436 -4.980 2.411 -0.234 -0.047 0.150
H -0.185 -4.174 2.611 0.465 -0.070 -0.393
H 1.428 -2.008 0.457 0.536 0.351 0.188
H 2.734 -3.164 1.000 0.565 0.279 -0.007
H 1.539 -2.550 2.163 0.213 0.211 -0.099
C 3.769 -3.712 4.450 -0.987 0.039 -0.063
O 3.997 -2.623 3.567 -0.229 -0.326 0.092
C 5.331 -2.559 3.097 0.724 1.161 -0.181
C 5.476 -1.250 2.244 1.128 -1.338 0.611
N 4.531 -1.197 1.153 -0.543 -0.269 0.641
C 4.843 -0.102 0.240 -0.004 0.066 0.543
C 3.822 -0.003 -0.858 0.898 0.668 -1.117
O 4.276 0.977 -1.806 -0.522 -0.395 0.540
C 3.470 0.921 -2.975 1.003 0.132 0.562
H 4.394 -3.657 5.329 0.339 0.237 0.434
H 4.024 -4.656 3.959 -0.296 -0.109 -0.068
H 2.691 -3.697 4.809 1.257 -0.031 -0.697
H 5.644 -3.432 2.474 -0.572 0.355 0.367
H 6.028 -2.506 3.975 -0.391 -0.017 -0.626
H 6.490 -1.259 1.841 0.092 -0.222 -0.191
H 5.494 -0.359 2.874 -0.467 0.153 0.315
H 3.647 -1.034 1.654 0.133 0.089 -0.814
H 5.862 -0.219 -0.134 -0.175 -0.396 -0.356
H 4.887 0.834 0.781 -0.210 0.613 0.152
H 2.861 0.334 -0.498 -0.494 -0.043 0.445
H 3.679 -0.959 -1.384 0.100 -0.129 0.148
H 2.426 0.807 -2.742 -0.643 -0.006 0.218
H 3.807 0.063 -3.537 -0.079 -0.346 -0.660
H 3.610 1.834 -3.533 0.089 0.107 -0.156
C -3.268 -0.814 -5.105 -1.623 -0.857 -0.305
C -2.782 -0.304 -3.784 0.554 -0.558 1.290
C -3.838 0.336 -2.859 0.041 -0.591 -1.010
O -2.186 -1.460 -3.056 -0.729 0.769 -2.059
H -2.535 -1.256 -5.783 0.430 0.308 0.320
H -3.826 -0.056 -5.671 0.274 -0.009 0.232
H -3.990 -1.633 -4.920 0.139 0.324 -0.036
H -2.000 0.422 -3.993 0.296 0.142 0.271
H -4.247 1.207 -3.344 -0.287 0.335 -0.212
H -3.467 0.657 -1.904 0.701 0.135 0.420
H -4.644 -0.356 -2.634 -0.184 -0.210 -0.224
H -1.926 -1.172 -2.181 0.482 0.281 1.331
C -4.556 -3.486 2.714 0.325 0.287 0.316
C -4.415 -2.794 1.387 0.457 0.371 -0.196
C -4.711 -1.282 1.352 0.318 -0.578 -0.766
O -3.011 -3.017 1.010 -0.859 0.533 -0.427
H -5.572 -3.525 3.117 0.153 0.083 -0.198
H -3.879 -3.018 3.429 -0.218 0.090 0.169
H -4.184 -4.486 2.544 -0.103 -0.574 0.206
H -5.078 -3.331 0.683 0.288 0.381 -0.136
H -4.069 -0.700 2.025 -0.029 -0.305 -0.120
H -5.744 -1.102 1.627 -0.232 0.080 0.006
H -4.562 -0.949 0.295 -0.127 0.026 0.782
H -2.737 -2.285 0.410 0.144 -0.229 0.349
C 0.675 -3.578 -3.919 -0.142 0.949 -0.852
C 1.688 -2.793 -3.152 0.058 0.381 0.122
O 1.613 -3.122 -1.740 -0.219 -0.141 -1.264
O -0.604 -3.494 -3.325 -0.137 0.032 -0.255
H 1.011 -4.593 -4.021 -0.331 -0.712 0.216
H 0.671 -3.151 -4.946 -0.120 -0.268 0.418
H 1.467 -1.720 -3.286 0.389 -0.226 0.203
H 2.635 -3.081 -3.621 0.274 0.433 0.483
H 2.491 -3.103 -1.357 0.194 0.062 0.172
H -1.059 -2.619 -3.506 0.116 -0.370 -0.006
```
Forces are in eV/Å.

The HOMO energy is -10.17 eV. The max |F| comes out at 2.54 eV Å⁻¹. Its net charge is +1. Its total energy is -99727.2727 eV.

Here are the Löwdin charges for atoms 1 to 5, given in e: Ca 1.497; C -0.063; C -0.373; O -0.510; H 0.059

=====

ORCA calculation (ωB97M-V/def2-TZVPD) on a gas-phase ion, C4H12N3 (charge +1).

```
19
Properties=species:S:1:pos:R:3:forces:R:3
C -1.017 0.641 -1.278 1.574 -0.468 -0.045
C 0.294 1.029 -0.457 -1.541 0.266 -0.420
C 0.574 -0.001 0.595 0.396 0.174 -0.592
C 1.258 -1.133 0.351 0.446 -0.777 -1.410
N 1.328 -2.434 0.792 -0.154 1.011 0.492
N -0.337 0.051 1.769 -0.577 -0.974 -1.207
N -1.637 1.770 -1.905 -1.211 -0.056 0.743
H -0.800 -0.136 -2.026 0.288 0.235 0.163
H -1.665 0.112 -0.572 -0.600 0.408 -0.198
H 1.067 1.220 -1.203 0.345 -0.130 0.509
H -0.032 1.988 -0.023 0.670 -0.082 0.175
H 1.911 -1.098 -0.529 -0.338 0.681 0.203
H 1.840 -3.025 0.163 -0.007 -0.307 0.254
H 0.639 -2.884 1.364 -0.031 -0.075 0.098
H -1.327 0.127 1.503 0.096 0.037 -0.248
H -0.220 -0.919 2.062 -0.263 0.516 1.543
H -0.191 0.817 2.430 0.619 -0.452 0.329
H -2.209 2.240 -1.212 -0.041 0.284 -0.390
H -1.050 2.456 -2.358 0.330 -0.291 0.001
```
Forces are in eV/Å.

The HOMO energy is -12.32 eV. The max |F| comes out at 1.67 eV Å⁻¹. The structure (SMILES) is N/C=C(\[NH3+])CCN. Its net charge is +1. Its total energy is -8805.0241 eV.

Here are the Löwdin charges for atoms 1 to 5, given in e: C -0.285; C -0.139; C -0.264; C -0.121; N 0.099

=====

Copy entry 2 word for word.
ORCA calculation (ωB97M-V/def2-TZVPD) on C3H5NO2 in the gas phase.

```
11
Properties=species:S:1:pos:R:3:forces:R:3
O -1.190 -0.731 -1.172 0.018 -0.098 0.384
C 0.022 -0.571 -0.486 0.547 -0.143 -0.197
C 0.486 0.898 -0.456 0.015 0.089 0.121
N 0.504 0.855 1.054 0.098 -0.401 -0.755
C 0.050 -0.471 1.052 -0.414 -0.094 0.751
O -0.253 -1.117 2.015 -0.118 -0.376 -0.646
H -1.533 -1.613 -0.998 -0.037 -0.071 -0.001
H 0.792 -1.285 -0.784 0.032 -0.051 -0.474
H 1.486 1.047 -0.870 -0.148 0.097 0.228
H -0.205 1.618 -0.910 0.016 -0.345 0.220
H -0.253 1.295 1.540 -0.011 1.392 0.370
```
Forces are in eV/Å.

The HOMO energy is -9.75 eV. The max |F| comes out at 1.44 eV Å⁻¹. The structure (SMILES) is O=C1NC[C@@H]1O. Its total energy is -8775.9634 eV.

Here are the Löwdin charges for atoms 1 to 5, given in e: O 0.008; C -0.284; C -0.087; N 0.087; C -0.440